{"formula": "C67H151N2OP3", "method": "the ωB97M-V functional and the def2-TZVPD basis", "total_energy_ev": -104787.49194, "e_homo_ev": -14.20, "total_charge": 4, "lumo_energy_ev": -6.795, "e_above_lowest_kj_mol": 0.0, "max_force_ev_per_a": 3.30, "gap_ev": 7.40, "mol_weight_g_mol": 1093.88, "species": ["C", "O", "H", "H", "H", "C", "C", "C", "C", "N", "C", "C", "C", "C", "C", "H", "H", "H", "H", "H", "H", "H", "H", "H", "H", "H", "H", "H", "H", "H", "H", "H", "H", "H", "H", "C", "C", "C", "C", "N", "C", "C", "C", "C", "C", "H", "H", "H", "H", "H", "H", "H", "H", "H", "H", "H", "H", "H", "H", "H", "H", "H", "H", "H", "H", "C", "C", "C", "C", "P", "C", "C", "C", "C", "C", "C", "C", "C", "C", "C", "C", "C", "H", "H", "H", "H", "H", "H", "H", "H", "H", "H", "H", "H", "H", "H", "H", "H", "H", "H", "H", "H", "H", "H", "H", "H", "H", "H", "H", "H", "H", "H", "H", "H", "H", "H", "H", "H", "C", "C", "C", "C", "P", "C", "C", "C", "C", "C", "C", "C", "C", "C", "C", "C", "C", "H", "H", "H", "H", "H", "H", "H", "H", "H", "H", "H", "H", "H", "H", "H", "H", "H", "H", "H", "H", "H", "H", "H", "H", "H", "H", "H", "H", "H", "H", "H", "H", "H", "H", "H", "H", "C", "C", "C", "C", "P", "C", "C", "C", "C", "C", "C", "C", "C", "C", "C", "C", "C", "H", "H", "H", "H", "H", "H", "H", "H", "H", "H", "H", "H", "H", "H", "H", "H", "H", "H", "H", "H", "H", "H", "H", "H", "H", "H", "H", "H", "H", "H", "H", "H", "H", "H", "H", "H"], "positions_angstrom": [[12.52905, 0.96100, -23.16710], [13.42425, 1.68584, -22.32170], [12.96983, 0.15028, -23.74721], [11.76871, 0.54108, -22.50858], [12.03042, 1.53490, -23.94821], [7.44081, 6.43481, -26.48137], [8.59572, 6.94274, -25.64286], [9.21420, 5.80279, -24.74089], [9.99880, 6.27470, -23.48570], [10.94369, 5.19357, -22.89788], [11.54672, 5.64876, -21.52536], [13.01748, 5.16620, -21.48060], [13.43627, 5.27399, -22.97251], [12.14625, 4.89148, -23.83066], [10.11702, 3.88981, -22.62652], [6.43647, 6.44487, -26.05794], [7.65596, 5.41324, -26.79476], [7.32616, 6.95328, -27.43328], [8.41542, 7.87847, -25.11371], [9.33689, 7.35834, -26.32554], [9.85237, 5.19390, -25.38128], [8.37648, 5.17135, -24.44490], [9.28541, 6.42120, -22.67470], [10.61253, 7.17210, -23.56388], [10.88770, 5.28192, -20.73846], [11.58065, 6.73811, -21.54157], [12.93999, 4.13729, -21.12928], [13.62320, 5.71825, -20.76196], [14.33451, 4.69771, -23.19425], [13.74070, 6.29682, -23.19443], [12.08163, 3.83407, -24.08719], [12.12812, 5.50012, -24.73473], [9.24116, 4.07022, -22.00328], [10.79366, 3.12096, -22.25353], [9.69323, 3.54270, -23.56887], [9.99365, 2.01856, -19.30801], [10.75474, 2.10222, -17.97352], [11.84739, 0.99147, -17.62908], [13.04845, 1.00296, -18.56855], [14.04484, -0.20809, -18.60934], [15.24042, -0.02920, -19.52164], [15.57787, -1.38867, -20.13919], [14.08884, -1.86458, -20.47874], [13.26679, -1.49142, -19.18183], [14.62204, -0.48868, -17.16637], [9.96742, 0.95639, -19.55133], [10.35535, 2.59315, -20.16072], [8.91895, 2.19468, -19.26218], [10.10367, 2.03519, -17.10191], [11.19252, 3.09985, -17.93887], [11.35095, 0.02674, -17.73367], [12.27480, 1.07910, -16.63021], [13.74980, 1.80651, -18.34379], [12.63348, 1.00297, -19.57646], [16.10340, 0.39144, -19.00547], [14.91048, 0.70030, -20.26128], [16.10640, -2.10188, -19.50667], [16.24845, -1.33577, -20.99687], [14.04969, -2.91496, -20.76732], [13.68501, -1.21738, -21.25730], [13.37541, -2.17972, -18.34365], [12.22957, -1.20069, -19.34840], [13.85067, -0.87363, -16.49936], [15.06461, 0.41235, -16.74166], [15.35353, -1.28398, -17.30959], [4.15815, -2.42700, -23.16699], [4.28371, -3.79768, -22.42070], [5.42045, -3.74801, -21.38739], [4.86552, -3.09015, -20.07890], [6.20165, -2.93185, -18.80448], [5.59085, -1.48093, -17.92466], [6.72096, -0.77705, -17.11339], [6.38811, 0.64080, -16.56027], [7.39220, 1.01509, -15.45522], [6.17944, -4.37930, -17.75277], [7.40280, -4.51929, -16.88726], [7.24460, -5.71132, -15.88034], [8.56295, -6.13818, -15.21169], [7.84834, -2.68682, -19.55292], [7.92975, -1.48522, -20.54039], [9.02225, -1.92949, -21.58192], [9.28579, -0.88854, -22.72490], [3.88629, -1.61651, -22.49074], [3.51134, -2.48848, -24.04217], [5.12020, -2.02332, -23.48259], [4.42915, -4.69703, -23.01912], [3.31868, -3.92582, -21.93040], [6.35266, -3.39991, -21.83227], [5.90991, -4.69158, -21.14612], [3.99293, -3.59516, -19.66459], [4.42022, -2.11586, -20.28036], [4.77665, -1.82335, -17.28596], [5.28643, -0.77591, -18.69820], [7.64319, -0.60790, -17.66924], [7.02924, -1.45402, -16.31667], [5.38962, 0.59703, -16.12530], [6.58050, 1.28559, -17.41778], [6.91168, 1.88740, -15.01218], [8.34524, 1.25082, -15.92878], [7.55000, 0.22237, -14.72392], [5.92202, -5.28080, -18.30878], [5.31983, -4.35310, -17.08308], [7.52618, -3.66057, -16.22735], [8.30304, -4.56723, -17.49994], [6.78588, -6.57150, -16.36795], [6.62559, -5.44868, -15.02247], [8.95465, -5.26440, -14.69093], [9.28688, -6.60858, -15.87708], [8.32258, -6.79293, -14.37406], [8.24420, -3.66608, -19.82208], [8.53632, -2.49588, -18.72931], [8.29865, -0.60136, -20.02000], [6.93763, -1.23533, -20.91637], [8.64591, -2.88468, -21.94809], [10.00488, -2.10361, -21.14347], [9.98222, -1.15660, -23.51940], [9.45720, 0.06768, -22.23057], [8.32312, -0.76209, -23.22026], [6.70260, -4.71986, -25.13973], [7.76339, -3.67258, -24.85420], [7.93782, -2.73969, -26.11172], [8.46820, -3.51571, -27.44052], [8.46098, -2.47295, -28.88022], [9.60201, -1.09767, -28.65565], [10.96193, -1.53376, -28.03630], [11.88780, -0.34702, -27.87301], [11.56050, 0.39800, -26.57825], [8.91211, -3.51431, -30.30749], [9.39727, -2.79320, -31.57195], [9.63290, -3.70798, -32.70570], [10.92699, -4.33997, -32.63114], [6.81165, -1.75160, -29.09461], [6.54947, -1.17373, -30.40338], [5.92082, -2.12687, -31.38750], [5.87936, -1.64762, -32.90286], [6.37658, -5.23604, -24.23675], [6.78315, -5.35429, -26.02240], [5.80348, -4.15323, -25.38185], [8.68905, -4.09116, -24.45919], [7.41761, -3.14818, -23.96339], [8.45093, -1.83991, -25.77226], [6.97367, -2.28844, -26.34600], [7.83746, -4.36930, -27.68883], [9.49307, -3.87211, -27.33696], [9.06190, -0.41679, -27.99779], [9.80494, -0.54410, -29.57243], [11.42858, -2.22951, -28.73363], [10.87102, -2.03550, -27.07292], [11.89083, 0.28697, -28.75965], [12.91469, -0.70087, -27.78142], [11.51309, -0.31105, -25.75176], [10.56564, 0.84335, -26.57570], [12.29556, 1.19230, -26.44829], [8.12588, -4.22153, -30.57164], [9.76031, -4.09099, -29.93857], [10.23898, -2.14419, -31.33026], [8.53355, -2.21433, -31.89904], [9.62371, -3.10236, -33.61192], [8.84665, -4.45642, -32.80441], [11.59664, -3.48967, -32.76021], [11.20276, -4.97757, -33.47109], [11.09894, -4.88754, -31.70448], [6.96322, -0.96990, -28.35026], [6.11244, -2.53243, -28.79543], [7.31263, -0.50089, -30.79450], [5.74935, -0.45498, -30.22643], [4.91738, -2.32948, -31.01314], [6.50556, -3.04298, -31.30424], [5.08207, -0.91828, -33.04595], [5.69006, -2.48838, -33.57023], [6.77905, -1.09518, -33.17391], [21.76223, 3.32049, -25.47303], [20.74083, 2.20584, -25.55549], [19.66278, 2.28045, -24.40696], [18.75354, 1.06492, -24.36368], [17.09981, 1.28217, -23.57385], [16.20629, -0.27571, -23.85910], [15.89805, -0.70238, -25.29223], [15.48018, -2.19546, -25.28926], [15.24020, -2.63752, -26.78132], [16.33295, 2.60625, -24.50829], [16.42059, 2.45954, -26.02873], [16.07885, 3.79412, -26.77881], [14.61064, 4.13078, -26.55672], [17.23480, 1.60240, -21.78529], [18.10409, 2.80839, -21.28508], [18.00407, 2.96344, -19.69892], [16.65972, 3.66047, -19.38960], [21.23094, 4.23044, -25.19407], [22.32813, 3.44656, -26.39605], [22.48856, 3.30872, -24.66038], [21.25753, 1.24711, -25.59980], [20.06976, 2.35327, -26.40168], [18.96935, 3.09043, -24.63320], [20.13238, 2.37582, -23.42794], [19.26452, 0.30208, -23.77625], [18.45191, 0.74423, -25.36081], [15.33838, -0.26126, -23.19984], [16.79103, -1.06326, -23.38375], [16.84394, -0.51706, -25.80120], [15.14597, -0.00894, -25.66854], [14.56098, -2.27456, -24.70881], [16.24158, -2.87405, -24.90470], [16.13921, -3.05423, -27.23545], [14.91924, -1.74426, -27.31721], [14.38282, -3.28140, -26.97735], [16.91416, 3.47743, -24.20608], [15.31331, 2.62809, -24.12362], [15.69855, 1.78192, -26.48435], [17.39937, 2.17343, -26.41373], [16.14219, 3.57712, -27.84511], [16.78020, 4.56299, -26.45472], [14.22452, 4.89961, -27.22600], [14.32464, 4.45647, -25.55661], [14.17919, 3.16064, -26.80324], [17.58174, 0.68156, -21.31646], [16.19665, 1.72208, -21.47543], [18.16470, 3.75863, -21.81562], [19.12583, 2.49758, -21.50313], [18.87612, 3.51116, -19.34167], [17.96290, 2.03449, -19.13020], [16.69963, 4.70806, -19.68806], [16.46516, 3.53025, -18.32504], [15.97440, 3.11464, -20.03807]], "mulliken_charge": [-0.27, -0.44, -0.13, 0.00, -0.23, -1.26, -0.62, -0.57, -1.05, 0.77, -0.92, 0.11, -0.06, -0.36, -0.77, 0.32, 0.32, 0.39, 0.44, 0.34, 0.43, 0.44, 0.50, 0.46, 0.39, 0.42, -0.44, 0.70, -0.31, 0.51, -0.19, 0.51, 0.51, -0.26, 0.37, 0.17, -0.75, -0.86, -0.57, 0.75, 0.09, -0.68, -0.10, -0.30, -1.18, -0.33, -0.41, 0.59, 0.03, 0.51, 0.37, 0.53, 0.65, -0.01, 0.13, -0.32, 0.50, 0.07, 0.58, -0.21, 0.29, 0.12, 0.39, 0.33, 0.46, -1.07, -0.90, 0.19, -1.17, 0.53, -0.72, -0.18, -0.54, -0.70, -1.03, -0.23, -0.60, -1.34, -1.79, -0.40, -0.50, -1.04, 0.36, 0.39, 0.11, 0.39, 0.50, -0.42, 0.51, 0.65, 0.56, 0.58, 0.42, -0.12, 0.13, 0.42, 0.31, 0.42, -0.16, 0.35, 0.59, 0.56, -0.06, 0.41, 0.42, 0.37, 0.33, 0.34, 0.40, 0.89, 0.94, 0.12, 0.69, 0.49, 0.14, 0.38, 0.04, 0.27, -1.50, 0.66, -0.83, -1.13, 0.94, -1.22, -0.62, -0.45, -0.64, -1.45, -0.10, -0.69, -1.33, -1.12, -1.00, -0.50, -1.45, 0.43, 0.32, 0.37, 0.45, -0.85, 0.42, 0.49, 0.66, 0.52, 0.68, 0.67, 0.44, 0.20, 0.51, -0.18, 0.15, 0.38, 0.07, 0.66, 0.71, 0.47, -0.08, 0.34, 0.42, 0.33, 0.40, 0.28, 0.56, 0.59, 0.42, 0.57, 0.53, 0.21, 0.43, 0.37, 0.33, -1.41, -0.37, -0.78, -1.21, 0.53, -0.85, 0.04, -0.37, -1.24, -0.50, -0.29, -0.98, -0.46, 0.76, -1.19, -0.74, -0.64, 0.35, 0.37, 0.36, 0.39, 0.31, 0.43, 0.30, 0.72, 0.44, 0.01, 0.85, 0.32, -0.33, 0.24, 0.44, 0.34, 0.23, 0.41, 0.92, 0.03, 0.03, 0.19, 0.37, 0.44, 0.50, -0.14, 0.07, 0.87, -0.99, 0.52, 0.36, 0.45, 0.30, 0.43, 0.36, -0.11]}